No. 1
The following is a quantum chemistry calculation of a cluster of 8 separate species, C16H48O8 in total, from the OMol25 dataset.

Structure (XYZ):
```
72
C16H48O8, DFT ωB97M-V with the def2-TZVPD basis set
O 2.389 4.852 2.203
O -2.038 2.736 -3.098
O -1.128 -4.770 2.563
O -1.694 -0.024 0.146
O -3.142 0.303 -3.700
O -2.771 -2.025 -1.983
O 1.760 2.957 4.349
O 5.294 -2.821 -3.048
C 0.940 5.323 0.539
C 0.229 -6.316 3.894
C -0.407 -4.940 3.737
C -1.907 3.352 -0.789
C 4.335 -3.135 -2.068
C -1.146 2.965 -2.025
C 0.586 0.318 0.880
C 3.809 -1.866 -1.516
C -3.916 1.265 -5.604
C 2.671 1.929 4.113
C -3.781 -0.070 -4.851
C -3.810 -2.641 0.158
C -3.407 -3.050 -1.217
C 2.118 4.514 0.876
C 3.997 2.568 4.543
C -0.446 -0.579 0.261
H -2.171 -0.615 -0.441
H -3.142 2.023 -5.483
H -4.272 -3.365 -1.800
H 3.327 5.054 2.244
H 1.798 3.474 0.939
H 0.941 -6.670 3.150
H 2.412 0.977 4.577
H -2.947 -2.550 0.817
H -4.308 -1.680 0.288
H 4.687 -1.341 -1.140
H 0.521 5.124 -0.447
H 1.200 6.382 0.516
H 3.104 -2.044 -0.704
H 4.886 2.034 4.205
H -3.163 -0.431 -3.082
H 0.323 -4.154 3.543
H -0.428 3.722 -2.342
H -0.394 -1.541 0.771
H -1.274 -3.828 2.447
H -1.017 -4.686 4.604
H -4.069 1.099 -6.670
H -2.259 -2.463 -2.667
H -0.048 -0.727 -0.743
H 2.930 4.766 0.193
H 4.142 3.612 4.263
H 0.171 5.253 1.308
H -3.001 -0.679 -5.308
H 0.679 1.281 0.379
H -2.665 -3.846 -1.164
H 3.599 -3.637 -2.696
H -4.470 -3.399 0.580
H 3.280 -1.387 -2.340
H -2.327 1.824 -3.177
H -0.646 2.028 -1.780
H 1.826 3.678 3.720
H 6.151 -2.731 -2.625
H 2.723 1.775 3.035
H 1.514 -0.254 0.878
H -2.530 4.218 -1.012
H 0.847 -6.333 4.792
H -2.503 2.528 -0.397
H -0.441 -7.168 4.014
H -1.235 3.563 0.043
H 0.359 0.463 1.936
H 4.183 2.647 5.614
H -4.675 -0.666 -4.667
H 4.643 -3.915 -1.372
H -4.793 1.739 -5.162
```

## Properties
Kohn-Sham gap (spin up / spin down): 9.04 / 2.45 eV
Spin multiplicity: 2
Total charge: +1


No. 2
The following is a quantum chemistry calculation of a cluster of 8 separate species, C16H49NO13 in total, from the OMol25 dataset.

Structure (XYZ):
```
79
C16H49NO13, DFT ωB97M-V with the def2-TZVPD basis set
O -0.774 0.141 -0.952
O 0.780 -4.592 -0.720
O -0.635 -1.685 2.232
O -5.737 -1.273 1.051
O -3.274 -1.945 3.680
O 1.707 -5.509 -3.533
O 2.743 1.926 -2.345
O 2.367 -0.476 -0.789
O 2.946 2.430 0.490
O 0.183 4.716 -0.346
O 1.982 3.331 3.014
O -0.140 -4.555 1.683
O -3.521 -1.687 -1.892
N 1.328 6.208 1.784
C 2.278 7.222 -0.317
C 3.247 1.801 1.713
C 2.001 1.952 2.558
C 3.396 -0.378 -1.771
C -5.083 -2.010 2.044
C -3.286 -2.576 -3.021
C -1.344 -5.400 1.443
C -0.190 -1.254 0.931
C -1.074 -0.161 0.433
C -0.114 6.121 -0.154
C -0.762 4.031 -1.100
C 3.003 0.582 -2.814
C 1.016 6.872 0.512
C 2.190 -5.827 -2.258
C -4.254 -1.130 2.976
C 1.045 -5.888 -1.273
H -1.110 3.188 -0.503
H 3.766 -1.261 -2.292
H -2.126 -0.443 0.477
H 0.764 6.422 2.594
H -0.252 -2.110 0.259
H 0.259 -4.389 0.826
H -4.340 -1.915 -1.447
H 1.973 3.924 2.259
H 2.153 1.348 3.452
H 3.724 0.646 -3.629
H 2.686 6.340 -0.811
H -3.191 -2.132 -4.012
H -1.048 6.198 0.402
H 2.699 -6.778 -2.413
H -3.714 -0.301 2.519
H -1.737 4.446 -1.359
H 2.360 2.426 -3.070
H 1.044 5.279 1.507
H -1.039 -6.385 1.090
H -4.457 -2.790 1.609
H 1.390 -6.538 -0.469
H 1.092 1.558 2.103
H -5.766 -2.531 2.715
H 2.089 8.016 -1.040
H -2.475 -3.274 -2.814
H 1.660 0.166 -0.883
H 1.129 -4.016 -1.404
H -2.005 -4.930 0.715
H -1.504 -0.156 -1.501
H 4.283 0.072 -1.326
H 3.599 0.774 1.617
H 4.147 2.205 2.178
H -1.855 -5.632 2.377
H 1.015 -6.145 -3.728
H -0.237 3.658 -1.979
H -4.210 -3.152 -2.971
H -1.055 0.801 0.946
H 2.137 0.297 -3.413
H 0.448 7.764 0.776
H -0.261 -2.559 2.365
H 3.027 7.545 0.406
H 0.092 -6.247 -1.662
H 2.658 1.811 -0.185
H -4.765 -0.653 3.812
H -6.051 -0.459 1.450
H 0.823 -0.861 1.013
H -2.406 -1.808 3.293
H 2.843 -4.998 -1.984
H -0.274 6.592 -1.123
```

## Properties
Kohn-Sham gap: 9.34 eV


No. 3
The following is a quantum chemistry calculation of a structure of composition C16H50ClN4O11, from the OMol25 dataset.

Structure (XYZ):
```
82
C16H50ClN4O11, DFT ωB97M-V with the def2-TZVPD basis set
Cl 0.332 0.320 0.737
O -1.334 2.851 3.607
O -2.105 -1.156 0.112
O -1.738 -4.308 -0.409
O 2.568 1.523 2.922
O 0.729 4.332 -1.842
O 2.557 -3.037 -3.041
O 1.384 0.564 1.669
O 0.712 -0.726 -0.190
O -0.799 -0.031 1.533
O 0.016 1.535 0.037
O 0.798 1.558 -2.252
N 0.267 -0.309 -2.090
N 0.430 -0.589 3.848
N 0.919 -5.186 -0.598
N -2.310 4.929 0.346
C -2.964 -4.034 -1.095
C -0.927 0.398 5.609
C 3.861 -3.348 -2.588
C 1.824 -3.074 -0.196
C -0.712 -3.363 -0.713
C -0.636 0.370 4.078
C -0.313 4.868 -0.971
C 2.129 -1.778 -2.541
C 0.623 -1.495 -2.751
C -2.440 3.521 -1.710
C -0.320 1.771 3.477
C 0.527 -3.912 -0.039
C -1.529 4.049 -0.530
C 0.389 -1.248 -4.278
C -2.565 2.551 2.930
C 1.742 3.603 -1.137
H -0.772 5.660 -1.562
H 1.653 -2.069 0.189
H -1.278 3.179 0.076
H 0.016 0.650 6.093
H -1.904 2.870 -2.400
H 4.205 -4.344 -2.865
H -3.255 3.384 3.063
H -1.318 -0.773 0.499
H 4.614 -2.695 -3.028
H 0.745 -2.108 -4.844
H 1.007 -0.409 -4.600
H -0.122 1.671 2.410
H 3.938 -3.200 -1.510
H -0.681 -1.159 -4.465
H -2.914 4.242 -2.377
H 0.560 2.227 3.931
H -2.446 5.754 -0.222
H -1.733 1.044 5.959
H 0.492 -0.355 -1.107
H 0.189 -4.183 0.961
H -3.244 2.899 -1.316
H -2.942 -4.159 -2.178
H -3.317 -3.028 -0.870
H -1.686 5.336 1.028
H 1.289 -0.261 4.265
H 0.775 0.611 -2.393
H -2.458 2.574 1.846
H 0.639 -0.651 2.862
H -3.770 -4.677 -0.743
H 2.674 -1.000 -3.075
H 0.039 -2.292 -2.291
H 0.097 -5.736 -0.393
H -2.033 -0.958 -0.822
H -1.519 -0.047 3.594
H 0.519 1.672 -1.344
H 2.447 3.239 -1.885
H 0.190 5.306 -0.109
H -0.727 -0.142 -2.016
H 1.587 -5.694 -0.036
H 2.313 -1.669 -1.472
H -1.011 -2.416 -0.263
H 2.028 -2.935 -1.258
H -2.992 1.587 3.206
H 1.351 2.727 -0.619
H 1.935 1.117 2.330
H 2.348 4.226 -0.480
H 2.438 1.073 3.757
H 2.711 -3.523 0.251
H -0.520 -3.182 -1.770
H -1.274 -0.532 6.059
```

## Properties
Kohn-Sham gap: 7.04 eV
Total charge: -1


No. 4
The following is a quantum chemistry calculation of a structure of composition C16H52BInO15, from the OMol25 dataset.

Structure (XYZ):
```
85
C16H52BInO15, DFT ωB97M-V with the def2-TZVPD basis set
In -2.606 -0.003 -1.253
O -3.486 -2.142 0.594
O -2.787 0.319 1.689
O -0.512 -0.432 -3.550
O -1.122 2.249 -2.207
O 4.530 -0.270 3.436
O -0.458 0.700 3.743
O 1.982 2.196 -0.842
O 1.606 -4.359 -2.732
O -1.117 -2.424 -1.251
O -0.067 2.202 -4.715
O -2.717 2.348 -0.155
O 2.692 1.301 2.067
O -3.460 -1.702 -2.068
O -2.400 2.778 3.244
O 1.218 -2.754 -0.088
C 3.388 2.167 1.191
C -2.739 -2.770 -2.777
C 3.943 -1.504 3.135
C 0.790 1.068 -4.987
C 0.781 0.170 -3.795
C -0.991 2.883 2.956
C -1.811 3.427 -0.389
C -1.818 -3.475 -1.844
C -3.915 -1.783 1.930
C -1.617 3.552 -1.865
C -2.915 -0.843 2.521
C 2.361 -2.882 -0.935
C 2.970 -1.985 4.217
C -0.174 2.061 3.928
C 2.446 2.938 0.271
C 2.002 -3.049 -2.401
B 0.123 0.101 0.119
H -3.237 2.544 0.637
H 1.808 1.402 -5.209
H -3.587 -3.093 0.495
H 4.728 -2.257 3.029
H 1.501 -0.640 -3.930
H 1.293 1.560 -0.575
H 2.600 -2.985 3.992
H -0.095 0.398 2.903
H 1.075 0.705 -2.891
H 1.586 3.289 0.864
H 2.351 -4.957 -2.607
H -2.508 3.308 4.043
H 3.890 0.418 3.172
H -4.890 -1.295 1.880
H 0.895 2.271 3.796
H -3.945 -2.695 2.525
H -2.575 3.663 -2.371
H 0.375 0.590 -5.882
H -1.912 -1.270 2.596
H -4.403 -1.794 -2.258
H -0.377 2.358 4.957
H 2.968 3.824 -0.091
H -0.097 0.974 0.925
H -0.857 3.384 0.142
H -3.382 -3.486 -3.288
H -2.252 4.388 -0.088
H -0.094 0.513 -1.023
H 3.482 -1.986 5.181
H -3.245 -0.538 3.516
H 2.119 -1.307 4.344
H -0.810 4.246 -2.100
H -2.138 -2.265 -3.540
H 2.904 -3.755 -0.566
H 3.925 2.894 1.801
H -0.616 -0.836 0.407
H -0.627 2.234 -3.058
H 1.164 -2.396 -2.655
H 3.064 -2.043 -0.848
H -0.288 2.628 -5.548
H 1.273 -0.289 0.168
H 2.862 -2.662 -2.967
H -2.579 1.098 2.237
H -1.194 -4.197 -2.380
H -0.818 2.526 1.942
H 0.994 -1.803 0.020
H -0.206 -2.694 -0.940
H -0.729 -0.982 -4.314
H 1.953 0.870 1.615
H 3.438 -1.449 2.155
H 4.126 1.598 0.619
H -0.719 3.944 3.019
H -2.311 -4.033 -1.035
```

## Properties
Kohn-Sham gap: 2.35 eV
Total charge: +2


Computed values of calculated total energy (unit: eV) for the preceding records, in sequence: -33737.322; -45488.165; -58384.611; -53975.088.
Computed values of strongest force on any atom (unit: eV/Å) for the preceding records, in sequence: 3.87; 3.23; 12.92; 5.33.
Computed values of energy relative to the best compared isomer or geometry (same formula, charge and spin) (unit: kcal/mol) for the preceding records, in sequence: 26.2; 23.8; 411.0; 0.0.